# 1
The following is a DFT calculation (ωB97M-V/def2-TZVPD) of the molecule C7H14N2S at a distorted geometry.

Atoms and positions in Å:
C -2.410 1.820 0.329
C -1.122 1.547 -0.413
N -0.783 0.126 -0.194
C -1.689 -0.797 -0.837
C -2.770 -1.461 0.009
C -0.210 -0.370 0.964
C 1.042 -1.289 0.838
S 2.152 -0.893 -0.435
C 2.398 0.786 -0.102
N 2.881 1.881 0.096
H -2.922 2.852 0.492
H -3.295 1.419 -0.082
H -2.297 1.392 1.318
H -1.213 1.746 -1.481
H -0.352 2.163 -0.167
H -0.935 -1.517 -1.312
H -2.032 -0.472 -1.856
H -3.472 -0.587 0.251
H -2.291 -1.887 0.902
H -3.156 -2.329 -0.445
H -0.974 -0.761 1.573
H 0.247 0.560 1.462
H 0.601 -2.230 0.424
H 1.552 -1.527 1.842

Summary:
Total charge: 0
Structure (SMILES): CCN(CC)CCSC#N

Here are the natural (NBO) charges for atoms 1 to 8, given in e:
1. C -0.6420
2. C -0.2004
3. N -0.4743
4. C -0.2376
5. C -0.6423
6. C -0.2138
7. C -0.5892
8. S 0.3609

=====

# 2
The following is a DFT calculation (ωB97M-V/def2-TZVPD) of a cluster of 13 separate species, C5H34NO12 in total at a distorted geometry.

Atoms and positions in Å:
C -0.787 3.185 0.769
C -1.524 1.924 0.226
C -0.597 0.688 0.258
C -0.878 -0.400 -0.496
N 0.028 -1.427 -0.732
C 0.247 -2.051 -1.864
H -1.516 3.676 1.472
H -0.564 3.858 -0.003
H 0.285 2.992 1.137
H -1.912 2.061 -0.789
H -2.448 1.640 0.876
H 0.334 0.828 0.760
H -1.841 -0.481 -1.032
H 0.480 -1.795 0.159
H -0.136 -1.696 -2.892
H 0.748 -3.079 -1.851
H 4.698 -0.643 1.870
H 3.922 -1.831 2.251
O 3.916 -0.831 2.293
H 2.745 1.504 -2.744
H 2.376 1.470 -1.291
O 2.142 1.099 -2.126
H 0.645 0.819 -3.081
H 0.248 0.186 -4.436
O -0.026 0.520 -3.612
H 2.951 -1.685 -1.099
H 2.785 -0.594 -2.162
O 2.663 -1.570 -2.001
H 1.225 -1.937 1.803
H 1.918 -3.296 1.402
O 1.804 -2.345 1.163
H -1.284 -1.054 2.551
H -0.386 -2.060 3.479
O -0.503 -1.752 2.649
H -5.173 0.931 -1.210
H -3.740 0.725 -1.766
O -4.319 0.481 -1.060
H -1.302 1.879 -3.272
H -2.365 2.980 -3.369
O -1.899 2.362 -2.753
H -2.801 -3.627 0.143
H -1.720 -2.807 1.123
O -1.945 -3.317 0.274
H 1.127 0.150 3.714
H 2.553 -0.036 2.947
O 1.658 0.332 2.856
H 2.068 0.799 1.133
H 2.700 2.203 0.928
O 2.387 1.431 0.480
H -2.934 -0.083 1.468
H -3.219 0.232 3.037
O -2.839 -0.560 2.420

Summary:
Total charge: +1

Here are the natural (NBO) charges for atoms 1 to 8, given in e:
1. C -0.6198
2. C -0.4604
3. C -0.1195
4. C -0.0977
5. N -0.4910
6. C 0.1446
7. H 0.2239
8. H 0.2189

=====

Result set for gap between HOMO and LUMO: 8.9 9.2 eV, one per record in the order listed.
Result set for relative energy (zero: lowest compared OMol25 entry of this formula, charge and spin): 3.304 4.151 eV, one per record in the order listed.